# 1
88
Properties=species:S:1:pos:R:3:lowdin_charge:R:1 method="wB97M-V/def2-TZVPD" charge=+1 homo_energy_ev="-10.11 / -10.11" multiplicity=4
Co -3.473 -0.803 -1.159 0.952
B -1.530 -1.368 -0.524 -0.387
H -1.749 -1.876 -1.450 -0.002
H -2.315 -1.487 0.206 -0.019
H -0.612 -1.768 -0.121 0.030
H -1.452 -0.318 -0.763 -0.004
C 0.437 -2.633 -3.304 -0.257
C 0.411 -2.912 -4.769 -0.273
O 0.524 -4.266 -5.159 -0.036
O 0.346 -1.288 -2.864 -0.061
H 1.316 -3.124 -2.888 0.124
H -0.423 -3.158 -2.887 0.108
H 1.199 -2.306 -5.217 0.126
H -0.489 -2.525 -5.245 0.111
H 1.367 -4.611 -4.856 0.092
H -0.060 -1.289 -1.994 0.001
C -2.100 1.957 -2.542 -0.043
O -2.689 0.673 -2.644 -0.290
C -3.013 0.236 -3.969 -0.134
C -3.460 -1.265 -4.055 -0.129
N -4.257 -1.656 -2.879 -0.107
C -4.294 -3.125 -2.640 -0.116
C -4.923 -3.378 -1.270 -0.163
O -4.523 -2.419 -0.321 -0.273
C -4.873 -2.721 0.993 -0.051
H -1.572 1.956 -1.589 0.080
H -2.906 2.681 -2.416 0.106
H -1.338 2.181 -3.288 0.116
H -2.148 0.391 -4.614 0.137
H -3.803 0.922 -4.276 0.131
H -2.597 -1.929 -4.086 0.110
H -3.946 -1.370 -5.025 0.140
H -5.145 -1.403 -3.287 0.140
H -3.297 -3.543 -2.778 0.132
H -4.972 -3.514 -3.400 0.140
H -4.774 -4.397 -0.913 0.146
H -6.005 -3.328 -1.393 0.137
H -4.580 -3.730 1.282 0.118
H -5.948 -2.610 1.140 0.109
H -4.424 -2.031 1.706 0.089
C 1.370 1.548 -0.025 -0.085
O 1.666 2.629 0.862 -0.201
C 2.436 2.308 2.004 -0.213
C 2.639 3.549 2.982 -0.162
N 3.779 4.433 2.612 -0.067
C 3.727 4.857 1.201 -0.195
C 4.509 6.210 1.024 -0.198
O 3.617 7.192 1.556 -0.212
C 4.192 8.493 1.588 -0.111
H 0.968 0.674 0.489 0.061
H 2.262 1.232 -0.566 0.095
H 0.661 1.879 -0.784 0.071
H 3.396 1.835 1.798 0.114
H 1.882 1.549 2.556 0.094
H 2.895 3.212 3.987 0.108
H 1.690 4.079 3.060 0.110
H 3.734 5.277 3.164 0.094
H 2.726 4.977 0.787 0.111
H 4.254 4.085 0.640 0.109
H 4.710 6.418 -0.027 0.114
H 5.467 6.289 1.538 0.116
H 4.295 8.992 0.624 0.087
H 5.096 8.482 2.198 0.085
H 3.529 9.121 2.182 0.083
C 3.540 -1.435 2.509 -0.054
C 3.511 -2.579 1.530 -0.493
C 2.267 -2.568 0.669 -0.048
O 4.618 -2.358 0.680 -0.047
H 4.513 -1.344 2.992 0.089
H 2.752 -1.617 3.240 0.076
H 3.209 -0.520 2.016 0.059
H 3.632 -3.514 2.076 0.137
H 2.318 -3.218 -0.205 0.076
H 2.053 -1.603 0.209 0.066
H 1.382 -2.899 1.211 0.077
H 5.379 -2.086 1.198 0.083
C -1.773 -2.061 4.591 -0.049
C -1.736 -1.440 3.179 -0.470
C -0.699 -0.283 3.081 -0.026
O -1.464 -2.555 2.343 -0.079
H -1.995 -1.399 5.428 0.079
H -0.754 -2.410 4.757 0.081
H -2.394 -2.945 4.736 0.077
H -2.741 -1.152 2.871 0.107
H 0.314 -0.610 3.313 0.076
H -1.021 0.452 3.819 0.083
H -0.810 0.260 2.142 0.063
H -1.516 -2.283 1.424 -0.002

=====

# 2
14
Properties=species:S:1:pos:R:3:lowdin_charge:R:1 method="wB97M-V/def2-TZVPD" de_lowest_kj_mol=246.14 homo_energy_ev=-9.79 smiles="CC(=O)/C(C)=N/O"
C 0.590 -0.600 -1.829 -0.016
C -0.986 0.944 0.118 -0.023
C 0.615 -1.041 -0.387 -0.409
C 0.000 -0.081 0.585 -0.284
O -0.102 0.626 2.742 -0.031
N 0.402 -0.228 1.782 0.056
O 1.097 -2.089 -0.037 0.100
H 0.331 0.343 3.560 0.104
H -0.436 -0.522 -2.179 0.083
H 1.063 0.374 -1.932 0.088
H 1.121 -1.329 -2.435 0.086
H -1.400 1.463 0.979 0.073
H -1.794 0.470 -0.437 0.087
H -0.501 1.671 -0.530 0.086

=====

# 3
49
Properties=species:S:1:pos:R:3:lowdin_charge:R:1 method="wB97M-V/def2-TZVPD" charge=-2 de_lowest_kj_mol=90.41 homo_energy_ev="-1.62 / -1.62" multiplicity=2
Rh -0.826 -0.430 -1.074 0.070
S -1.588 3.214 2.576 -0.327
Sb -0.653 2.541 0.652 0.436
S -0.341 0.360 -2.951 0.105
S -2.336 1.389 -0.505 -0.201
Se 3.017 0.909 1.575 0.485
C 4.803 0.563 1.035 -0.747
C 5.103 0.183 -0.282 -0.164
C 6.400 -0.078 -0.690 -0.131
C 7.463 0.030 0.199 -0.150
C 7.190 0.408 1.509 -0.140
C 5.891 0.668 1.913 -0.174
H 4.285 0.093 -0.986 0.081
H 6.582 -0.373 -1.718 0.087
H 8.478 -0.176 -0.120 0.075
H 7.999 0.502 2.226 0.082
H 5.691 0.963 2.937 0.075
C 1.020 -0.520 4.894 -0.141
C 0.364 0.223 3.744 -0.447
S 0.108 -0.884 2.355 0.883
O -0.262 0.014 1.177 -0.852
C -1.478 -1.639 2.782 -0.387
C -2.658 -0.688 2.883 -0.122
H 1.130 0.153 5.745 0.074
H 2.011 -0.866 4.599 0.066
H 0.431 -1.379 5.226 0.059
H 1.039 0.982 3.346 -0.003
H -0.579 0.702 3.995 0.051
H -1.302 -2.231 3.685 0.083
H -1.625 -2.339 1.952 0.035
H -2.667 -0.135 3.821 0.066
H -3.585 -1.260 2.814 0.072
H -2.647 0.031 2.063 0.027
C -3.605 -4.543 1.337 -0.403
S -4.342 -4.722 -0.302 0.782
C -4.810 -3.069 -0.647 -1.047
C -3.986 -2.028 -0.941 -1.030
S -2.258 -2.257 -1.038 0.517
S -4.836 -0.572 -1.405 0.872
C -6.448 -1.162 -1.298 -1.525
S -7.786 -0.254 -1.684 0.439
S -6.522 -2.783 -0.763 0.876
H -3.335 -5.545 1.668 0.028
H -4.313 -4.110 2.042 0.039
H -2.705 -3.932 1.273 -0.011
I 0.672 -3.672 -2.183 0.534
C 0.756 -1.785 -1.121 -0.859
H 1.632 -1.314 -1.554 -0.074
H 0.997 -2.073 -0.099 -0.065

=====

# 4
13
Properties=species:S:1:pos:R:3:lowdin_charge:R:1 method="wB97M-V/def2-TZVPD" charge=+2 homo_energy_ev=-16.71
O 0.605 0.591 0.804 -0.440
C -0.715 0.740 0.406 -0.281
C -1.296 -0.517 -0.222 -0.263
O -2.706 -0.408 -0.196 -0.016
H 2.255 0.862 -0.743 0.256
H -0.701 1.545 -0.352 0.146
H -1.354 1.038 1.258 0.148
H -0.971 -1.405 0.349 0.108
H -0.923 -0.616 -1.257 0.130
H -3.096 -1.263 -0.391 0.109
Lu 2.226 -0.600 1.544 2.194
O 3.098 0.266 -0.267 -0.197
H 3.578 -0.235 -0.934 0.106

=====

# 5
9
Properties=species:S:1:pos:R:3:lowdin_charge:R:1 method="wB97M-V/def2-TZVPD" de_lowest_kj_mol=289.87 homo_energy_ev=-10.27
C -0.622 0.652 0.232 -0.088
C -0.109 -0.367 -0.699 -0.688
C 0.475 -0.212 0.599 -0.345
F 2.099 0.850 0.251 -0.306
F 0.855 -0.923 1.575 0.207
I -1.269 -2.085 -1.002 0.912
H -0.408 1.616 -0.121 0.113
H -1.619 0.531 0.578 0.107
H 0.598 -0.063 -1.413 0.087

=====

# 6
20
Properties=species:S:1:pos:R:3:lowdin_charge:R:1 method="wB97M-V/def2-TZVPD" de_lowest_kj_mol=172.48 homo_energy_ev=-8.55 smiles=CCSC.CC
C -2.578 -0.999 1.316 -0.165
C -1.499 -0.806 2.482 -0.155
H -2.068 -1.463 0.364 0.080
H -3.468 -1.632 1.507 0.058
H -2.870 -0.067 0.953 0.020
H -0.961 0.065 2.143 0.015
H -0.879 -1.678 2.912 0.087
H -2.066 -0.558 3.425 0.062
C 0.753 0.618 -0.138 -0.560
C 0.634 1.817 -1.095 -0.195
C 2.496 -0.552 -2.255 -0.337
S 2.451 -0.100 -0.374 0.733
H 0.648 0.866 0.891 0.024
H -0.130 -0.168 -0.169 0.088
H -0.356 2.109 -1.310 0.034
H 1.008 1.719 -2.225 0.087
H 1.930 0.244 -2.869 0.040
H 3.578 -0.561 -2.552 0.037
H 2.207 -1.522 -2.382 -0.031
H 1.169 2.668 -0.625 0.076

=====

# 7
57
Properties=species:S:1:pos:R:3:lowdin_charge:R:1 method="wB97M-V/def2-TZVPD" charge=-1 de_lowest_kj_mol=0.00 homo_energy_ev=-4.06
Pb -0.399 0.017 1.057 1.346
C 1.688 4.606 1.819 -0.072
C 2.305 4.906 0.618 -0.067
C 2.608 3.877 -0.256 -0.007
C 2.273 2.568 0.087 -0.213
N 1.698 2.281 1.257 0.081
C 1.415 3.274 2.089 -0.145
C 2.524 1.436 -0.858 -0.216
C 2.743 1.661 -2.215 -0.012
C 2.891 0.574 -3.058 -0.040
C 2.794 -0.702 -2.533 -0.001
C 2.565 -0.835 -1.168 -0.225
N 2.452 0.208 -0.350 0.158
C 2.359 -2.183 -0.561 -0.240
C 1.477 -3.077 -1.168 -0.009
C 1.264 -4.302 -0.561 -0.066
C 1.936 -4.594 0.616 -0.084
C 2.798 -3.639 1.134 -0.156
N 3.011 -2.455 0.570 0.125
H 1.419 5.376 2.530 0.096
H 2.546 5.929 0.358 0.103
H 3.093 4.093 -1.196 0.105
H 0.936 2.990 3.022 0.107
H 2.713 2.657 -2.631 0.107
H 3.017 0.723 -4.123 0.119
H 2.853 -1.579 -3.164 0.123
H 0.936 -2.800 -2.064 0.097
H 0.571 -5.009 -0.998 0.108
H 1.799 -5.537 1.129 0.092
H 3.343 -3.834 2.052 0.097
O 0.198 0.620 -5.248 0.093
C -0.140 0.541 -4.087 -0.292
C -0.449 -0.729 -3.331 -0.314
O -0.400 -1.866 -3.781 0.052
C -0.701 -0.323 -1.953 -0.334
C -0.484 1.068 -1.805 -0.326
O -0.468 1.633 -0.662 -0.157
C -0.215 1.686 -3.103 -0.318
O -0.010 2.862 -3.353 0.067
O -0.958 -1.087 -0.960 -0.182
S -4.645 1.497 2.886 0.977
C -3.739 2.900 2.502 -0.442
C -2.543 2.590 1.926 -0.224
C -2.314 1.190 1.770 -0.327
C -3.381 0.481 2.250 -0.541
C -3.500 -0.976 2.197 -0.295
C -4.607 -1.687 2.668 -0.039
C -4.632 -3.061 2.527 -0.077
C -3.564 -3.708 1.920 -0.072
C -2.500 -2.932 1.490 -0.123
N -2.466 -1.614 1.633 0.024
H -4.143 3.879 2.710 0.053
H -1.849 3.350 1.587 0.091
H -5.435 -1.163 3.127 0.088
H -5.486 -3.627 2.880 0.102
H -3.556 -4.780 1.777 0.096
H -1.640 -3.373 0.997 0.110